Density functional theory data (ωB97M-V with the def2-TZVPD basis set) for a gas-phase ion, C3H9N4O (charge +1) in a non-equilibrium geometry.

CARTESIAN COORDINATES (ANGSTROEM)
N1 -1.08 -2.20 0.60
C1 -0.52 -1.30 -0.28
C2 0.78 -0.97 -0.23
O1 1.83 -1.40 0.59
N2 1.30 0.19 -0.92
N3 0.62 1.37 -0.64
C3 -0.34 1.38 0.26
N4 -1.05 2.51 0.26
H1 -0.48 -2.56 1.35
H2 -1.59 -2.89 0.13
H3 -1.05 -0.73 -1.00
H4 1.79 -2.35 0.40
H5 2.29 0.39 -0.88
H6 0.68 1.97 -1.45
H7 -0.66 0.64 0.96
H8 -1.79 2.59 0.99
H9 -0.71 3.36 -0.14

Calculated values
HOMO level   -11.77 eV
Total charge   +1
Energy relative to the best compared isomer or geometry (same formula, charge and spin)   62.1 kcal/mol
HOMO-LUMO gap   7.75 eV
SMILES   N/C=C(\O)NNC=[NH2+]
LUMO level   -4.02 eV

Density functional theory data (ωB97M-V with the def2-TZVPD basis set) for C5H13BrSi in the gas phase in a non-equilibrium geometry.

CARTESIAN COORDINATES (ANGSTROEM)
C1 1.03 2.36 0.34
Si1 1.07 0.72 -0.58
Br1 3.14 -0.42 0.09
C2 -0.32 -0.52 -0.09
C3 0.01 -1.92 -0.63
C4 -0.46 -0.60 1.43
C5 -1.64 -0.06 -0.70
H1 0.14 2.93 0.10
H2 1.06 2.22 1.42
H3 1.89 2.97 0.07
H4 1.26 0.84 -2.03
H5 0.92 -2.31 -0.19
H6 -0.80 -2.61 -0.40
H7 0.13 -1.90 -1.71
H8 -0.82 0.35 1.84
H9 0.49 -0.84 1.90
H10 -1.17 -1.37 1.70
H11 -1.90 0.95 -0.36
H12 -1.59 -0.05 -1.79
H13 -2.45 -0.73 -0.41

Calculated values
HOMO level   -9.87 eV
Total charge   0
Energy relative to the best compared isomer or geometry (same formula, charge and spin)   16.6 kcal/mol
HOMO-LUMO gap   10.59 eV
SMILES   C[Si@@H](Br)C(C)(C)C
LUMO level   0.71 eV

Density functional theory data (ωB97M-V with the def2-TZVPD basis set) for a molecular structure, C39H67N15RbS.

CARTESIAN COORDINATES (ANGSTROEM)
Rb1 -0.39 0.78 -0.31
C1 4.59 -1.12 -1.63
N1 3.41 -0.68 -2.37
C2 2.22 -1.41 -1.99
C3 3.28 0.73 -2.43
N2 2.25 1.26 -1.91
C4 1.90 2.66 -2.00
C5 2.20 3.41 -0.69
N3 1.50 2.85 0.47
C6 0.67 3.87 1.11
C7 -0.54 4.35 0.31
N4 -1.63 3.40 0.12
C8 -2.78 3.63 0.65
N5 -3.01 4.54 1.68
C9 -2.27 4.46 2.93
C10 -4.24 5.31 1.75
N6 -3.90 3.02 0.15
C11 -3.90 2.48 -1.19
C12 -4.88 2.44 1.04
C13 2.47 2.29 1.42
C14 1.90 1.41 2.53
N7 1.62 0.06 2.08
C15 2.12 -0.94 2.70
N8 3.09 -0.88 3.73
C16 4.33 -0.16 3.51
C17 2.63 -0.96 5.10
N9 1.72 -2.22 2.38
C18 0.53 -2.43 1.59
C19 2.23 -3.41 3.04
N10 4.29 1.34 -3.15
C20 4.93 2.58 -2.75
C21 5.04 0.62 -4.17
H1 4.41 -1.06 -0.54
H2 5.45 -0.50 -1.87
H3 4.82 -2.15 -1.89
H4 2.42 -2.47 -2.15
H5 1.38 -1.11 -2.61
H6 1.96 -1.26 -0.93
H7 0.82 2.70 -2.16
H8 2.39 3.18 -2.83
H9 1.92 4.46 -0.84
H10 3.27 3.40 -0.51
H11 1.27 4.76 1.35
H12 0.31 3.47 2.06
H13 -0.21 4.63 -0.70
H14 -0.89 5.26 0.80
H15 -1.46 3.74 2.83
H16 -2.92 4.13 3.75
H17 -1.85 5.43 3.20
H18 -4.67 5.40 0.76
H19 -4.00 6.30 2.13
H20 -4.99 4.86 2.41
H21 -4.86 2.72 -1.67
H22 -3.78 1.40 -1.19
H23 -3.09 2.92 -1.76
H24 -5.89 2.74 0.75
H25 -4.70 2.74 2.07
H26 -4.83 1.34 1.00
H27 3.04 3.11 1.90
H28 3.17 1.68 0.85
H29 0.96 1.83 2.90
H30 2.60 1.44 3.37
H31 4.48 -0.02 2.44
H32 5.16 -0.75 3.91
H33 4.35 0.82 4.00
H34 1.70 -1.53 5.14
H35 2.44 0.04 5.53
H36 3.38 -1.46 5.71
H37 0.33 -1.56 0.98
H38 -0.35 -2.62 2.22
H39 0.67 -3.30 0.94
H40 3.21 -3.21 3.46
H41 2.30 -4.21 2.31
H42 1.56 -3.75 3.84
H43 4.51 2.94 -1.81
H44 4.81 3.36 -3.51
H45 6.00 2.42 -2.60
H46 4.47 -0.22 -4.53
H47 6.01 0.26 -3.80
H48 5.24 1.30 -5.00
C22 -2.52 -0.25 4.09
C23 -3.53 -1.19 3.98
C24 -3.95 -1.58 2.72
C25 -3.34 -1.03 1.59
N11 -2.37 -0.13 1.70
C26 -1.98 0.25 2.91
C27 -3.73 -1.42 0.20
C28 -4.70 -2.40 -0.03
C29 -5.02 -2.73 -1.33
C30 -4.38 -2.08 -2.36
C31 -3.42 -1.11 -2.05
N12 -3.11 -0.80 -0.80
C32 -2.72 -0.39 -3.14
C33 -3.40 -0.09 -4.33
C34 -2.71 0.55 -5.35
C35 -1.38 0.89 -5.15
C36 -0.80 0.57 -3.94
N13 -1.45 -0.05 -2.95
H49 -2.17 0.08 5.05
H50 -3.99 -1.62 4.86
H51 -4.75 -2.30 2.63
H52 -1.19 1.00 2.95
H53 -5.18 -2.92 0.78
H54 -5.75 -3.50 -1.54
H55 -4.59 -2.34 -3.39
H56 -4.44 -0.34 -4.44
H57 -3.22 0.79 -6.27
H58 -0.81 1.38 -5.93
H59 0.24 0.82 -3.74
C37 2.01 -5.51 -1.11
N14 0.80 -4.77 -1.43
C38 -0.48 -5.19 -1.41
S1 -1.71 -4.04 -1.41
N15 -0.79 -6.50 -1.41
C39 0.04 -7.63 -1.78
H60 2.84 -4.81 -1.12
H61 2.22 -6.28 -1.84
H62 1.96 -5.96 -0.12
H63 0.85 -3.76 -1.40
H64 -1.78 -6.64 -1.47
H65 0.86 -7.79 -1.08
H66 0.46 -7.52 -2.79
H67 -0.58 -8.52 -1.76

Calculated values
HOMO level   -9.86 eV
Total charge   +1
Energy relative to the best compared isomer or geometry (same formula, charge and spin)   4.6 kcal/mol
HOMO-LUMO gap   8.08 eV
LUMO level   -1.78 eV

Density functional theory data (ωB97M-V with the def2-TZVPD basis set) for a molecular structure, C26H41BiBrF5N4OS2SbSi3Te.

CARTESIAN COORDINATES (ANGSTROEM)
Bi1 1.13 0.58 -0.04
C1 -1.14 -1.61 -7.81
C2 -1.16 -0.82 -6.54
C3 -1.74 0.45 -6.47
C4 -1.71 1.16 -5.29
C5 -1.07 0.57 -4.21
Br1 -1.07 1.52 -2.56
N1 -0.52 -0.62 -4.23
C6 -0.56 -1.29 -5.39
H1 -2.11 -1.57 -8.31
H2 -0.90 -2.66 -7.63
H3 -0.40 -1.22 -8.51
H4 -2.23 0.87 -7.35
H5 -2.15 2.14 -5.21
H6 -0.09 -2.27 -5.38
C7 -0.43 -4.34 -3.34
Si1 -1.05 -3.19 -2.01
C8 -2.36 -2.04 -2.63
C9 -1.65 -4.16 -0.54
Sb1 1.14 -2.06 -1.12
Si2 3.05 -1.57 -2.85
C10 2.97 -2.89 -4.16
C11 4.70 -1.63 -1.99
C12 2.77 0.15 -3.54
Si3 2.24 -3.94 0.36
C13 2.15 -5.42 -0.78
C14 1.29 -4.28 1.93
C15 4.01 -3.58 0.76
H7 -1.28 -4.89 -3.75
H8 0.29 -5.06 -2.96
H9 0.04 -3.79 -4.17
H10 -3.32 -2.55 -2.50
H11 -2.22 -1.80 -3.68
H12 -2.41 -1.11 -2.06
H13 -2.46 -4.83 -0.87
H14 -2.07 -3.50 0.23
H15 -0.88 -4.78 -0.09
H16 2.99 -3.90 -3.73
H17 3.86 -2.79 -4.79
H18 2.09 -2.81 -4.80
H19 5.17 -2.61 -2.10
H20 4.65 -1.39 -0.93
H21 5.35 -0.90 -2.47
H22 2.26 0.10 -4.50
H23 3.74 0.62 -3.70
H24 2.18 0.80 -2.90
H25 1.15 -5.84 -0.86
H26 2.80 -6.20 -0.37
H27 2.51 -5.19 -1.78
H28 0.21 -4.20 1.82
H29 1.62 -3.61 2.73
H30 1.51 -5.30 2.24
H31 4.64 -3.62 -0.12
H32 4.35 -4.36 1.45
H33 4.16 -2.62 1.25
S1 4.78 0.32 2.85
C16 3.84 0.15 1.59
N2 3.16 -0.02 0.63
S2 -0.17 -0.40 6.56
C17 0.21 -0.12 4.88
C18 0.59 1.11 4.34
C19 0.81 1.20 2.99
N3 0.70 0.15 2.16
C20 0.36 -1.04 2.68
C21 0.12 -1.21 4.02
C22 -0.06 1.24 7.24
C23 -1.19 2.04 7.28
C24 -1.07 3.31 7.83
N4 0.08 3.79 8.31
C25 1.15 3.00 8.27
C26 1.13 1.72 7.76
H34 0.69 1.99 4.95
H35 1.08 2.15 2.54
H36 0.26 -1.85 1.98
H37 -0.17 -2.19 4.38
H38 -2.14 1.69 6.89
H39 -1.93 3.97 7.88
H40 2.06 3.42 8.67
H41 2.02 1.10 7.76
F1 -3.82 -0.68 1.62
Te1 -2.57 0.55 1.03
F2 -3.37 0.34 -0.63
F3 -3.79 1.91 1.32
F4 -2.13 0.63 2.85
F5 -1.58 -1.04 0.62
O1 -1.14 1.53 0.55

Calculated values
HOMO level   -11.15 eV
Total charge   +1
Energy relative to the best compared isomer or geometry (same formula, charge and spin)   22.0 kcal/mol
HOMO-LUMO gap   7.83 eV
LUMO level   -3.32 eV

Density functional theory data (ωB97M-V with the def2-TZVPD basis set) for 3 unconnected molecules or ions with the total composition C2H4O3S3 in a non-equilibrium geometry.

CARTESIAN COORDINATES (ANGSTROEM)
O1 0.78 -0.31 -0.73
C1 1.63 -0.60 0.17
S1 1.34 -0.88 1.77
S2 3.17 -1.17 -0.49
H1 -0.20 -0.27 -0.59
H2 2.71 -1.81 -1.67
O2 0.88 2.19 -0.12
C2 1.93 2.04 0.28
O3 3.02 1.91 0.58
S3 -2.24 0.06 0.31
H3 -2.37 1.24 0.01
H4 -1.60 0.19 1.63

Calculated values
HOMO level   -8.77 eV
Total charge   0
Energy relative to the best compared isomer or geometry (same formula, charge and spin)   15.9 kcal/mol
HOMO-LUMO gap   8.64 eV
SMILES   OC(=S)S.O=C=O.S
LUMO level   -0.13 eV

Density functional theory data (ωB97M-V with the def2-TZVPD basis set) for 9 unconnected molecules or ions with the total composition C57H59N10O11PS2 in a non-equilibrium geometry.

CARTESIAN COORDINATES (ANGSTROEM)
C1 4.20 -3.70 1.32
O1 3.06 -3.08 1.88
C2 2.30 -2.41 0.91
N1 1.47 -3.36 0.17
C3 1.80 -3.68 -1.16
O2 2.68 -4.36 -1.61
C4 0.72 -2.98 -1.99
C5 -0.37 -2.63 -1.18
C6 -1.47 -1.95 -1.65
P1 -2.78 -1.51 -0.43
O3 -2.20 -1.58 1.09
O4 -3.95 -2.63 -0.41
S1 -3.45 0.29 -0.63
C7 -1.50 -1.64 -3.04
S2 -2.94 -0.82 -3.82
C8 -4.48 -1.56 -3.22
O5 -2.95 -1.11 -5.24
O6 -2.91 0.60 -3.65
C9 -0.40 -1.99 -3.83
C10 -0.33 -1.65 -5.33
C11 -0.33 -0.12 -5.56
O7 -0.33 0.26 -6.71
O8 -0.31 0.73 -4.51
C12 0.71 -2.65 -3.31
N2 1.89 -3.02 -4.04
C13 2.73 -1.93 -4.43
C14 4.22 -2.27 -4.56
O9 2.37 -0.79 -4.61
C15 1.70 -4.05 -5.02
C16 2.21 -3.87 -6.45
O10 1.12 -5.06 -4.69
C17 0.04 -3.20 0.18
O11 -0.57 -3.58 1.13
H1 4.80 -2.99 0.74
H2 4.85 -4.07 2.11
H3 3.96 -4.58 0.70
H4 3.02 -1.95 0.21
H5 1.72 -1.62 1.39
H6 -1.54 -0.88 1.11
H7 -4.21 -2.72 0.52
H8 -4.24 -2.54 -2.79
H9 -5.10 -1.75 -4.10
H10 -5.02 -0.89 -2.56
H11 -1.18 -2.10 -5.84
H12 0.61 -1.97 -5.77
H13 0.46 1.30 -4.62
H14 4.37 -3.35 -4.51
H15 4.65 -1.79 -5.44
H16 4.68 -1.82 -3.67
H17 1.77 -4.66 -7.05
H18 3.30 -4.04 -6.42
H19 2.04 -2.87 -6.85
C18 5.69 -3.08 -10.63
C19 4.70 -3.96 -10.23
C20 3.70 -3.48 -9.40
N3 3.64 -2.23 -8.95
C21 4.61 -1.40 -9.34
C22 5.65 -1.77 -10.18
H20 6.49 -3.42 -11.28
H21 4.69 -4.99 -10.56
H22 2.89 -4.13 -9.07
H23 4.54 -0.39 -8.97
H24 6.41 -1.06 -10.47
C23 5.38 3.75 -12.14
C24 6.62 3.19 -11.90
C25 6.75 2.32 -10.83
N4 5.75 2.01 -10.00
C26 4.57 2.57 -10.25
C27 4.33 3.44 -11.30
H25 5.23 4.43 -12.97
H26 7.46 3.41 -12.54
H27 7.70 1.85 -10.61
H28 3.77 2.30 -9.56
H29 3.34 3.86 -11.45
C28 -5.70 2.14 3.85
C29 -6.76 1.47 4.44
C30 -7.26 0.34 3.80
N5 -6.79 -0.13 2.65
C31 -5.77 0.54 2.09
C32 -5.19 1.67 2.65
H30 -5.28 3.02 4.31
H31 -7.18 1.81 5.38
H32 -8.08 -0.22 4.23
H33 -5.41 0.13 1.15
H34 -4.37 2.17 2.15
C33 -1.01 2.73 6.94
C34 -2.00 1.91 6.44
C35 -2.42 2.11 5.13
N6 -1.92 3.05 4.33
C36 -0.96 3.83 4.83
C37 -0.47 3.72 6.12
H35 -0.65 2.61 7.95
H36 -2.44 1.13 7.04
H37 -3.19 1.48 4.69
H38 -0.58 4.59 4.15
H39 0.31 4.38 6.48
C38 8.58 -0.13 2.90
C39 7.39 -0.34 3.56
C40 6.64 -1.46 3.22
N7 7.01 -2.34 2.29
C41 8.17 -2.11 1.67
C42 8.99 -1.03 1.93
H40 9.19 0.74 3.14
H41 7.04 0.34 4.33
H42 5.70 -1.68 3.71
H43 8.44 -2.84 0.91
H44 9.92 -0.89 1.40
C43 2.96 8.52 8.76
C44 1.90 7.84 9.35
C45 1.40 6.72 8.72
N8 1.88 6.24 7.57
C46 2.89 6.90 7.01
C47 3.47 8.04 7.56
H45 3.38 9.40 9.22
H46 1.48 8.19 10.29
H47 0.58 6.16 9.15
H48 3.26 6.50 6.08
H49 4.29 8.53 7.07
C48 -4.58 4.47 9.70
C49 -5.64 3.81 10.28
C50 -6.14 2.68 9.64
N9 -5.66 2.21 8.49
C51 -4.64 2.87 7.94
C52 -4.06 4.00 8.50
H50 -4.15 5.36 10.17
H51 -6.07 4.15 11.21
H52 -6.97 2.13 10.06
H53 -4.27 2.47 7.01
H54 -3.23 4.49 8.01
C53 -10.59 -4.75 4.09
C54 -10.28 -4.47 5.41
C55 -9.68 -3.25 5.69
N10 -9.39 -2.34 4.77
C56 -9.69 -2.63 3.51
C57 -10.29 -3.82 3.11
H55 -11.06 -5.69 3.82
H56 -10.50 -5.17 6.20
H57 -9.43 -2.98 6.71
H58 -9.43 -1.87 2.78
H59 -10.51 -4.00 2.07

Calculated values
HOMO level   -8.67 eV
Total charge   0
HOMO-LUMO gap   7.79 eV
SMILES   COCN1C(=O)c2c(c(P(O)(O)=S)c(S(C)(=O)=O)c(CC(=O)O)c2N(C(C)=O)C(C)=O)C1=O.c1ccncc1.c1ccncc1.c1ccncc1.c1ccncc1.c1ccncc1.c1ccncc1.c1ccncc1.c1ccncc1
LUMO level   -0.88 eV

Density functional theory data (ωB97M-V with the def2-TZVPD basis set) for a molecular structure, C14H32F3O10PSi2 in a non-equilibrium geometry.

CARTESIAN COORDINATES (ANGSTROEM)
C1 4.58 4.54 0.54
C2 4.28 3.70 -0.80
C3 4.32 2.12 -0.59
O1 3.67 1.66 0.61
C4 2.24 1.49 0.41
Si1 1.37 2.61 1.70
O2 -0.24 2.12 2.14
Si2 -1.46 2.91 1.20
C5 -1.20 4.83 1.13
O3 -2.37 5.57 0.72
C6 -2.64 5.49 -0.64
F1 -3.80 4.71 -0.86
F2 -3.02 6.78 -1.06
F3 -1.58 5.12 -1.45
P1 -1.74 1.95 -0.77
O4 -1.87 0.40 -0.59
H1 5.06 5.53 0.24
H2 3.61 4.76 1.08
H3 5.32 3.96 1.17
H4 5.12 3.97 -1.53
H5 3.31 4.02 -1.32
H6 5.42 1.83 -0.51
H7 3.93 1.57 -1.52
H8 2.02 0.39 0.64
H9 1.96 1.74 -0.67
H10 1.50 3.99 1.24
H11 2.18 2.52 2.95
H12 -2.73 2.72 1.94
H13 -1.01 5.13 2.23
H14 -0.23 5.13 0.60
H15 -0.61 2.19 -1.63
H16 -2.94 2.35 -1.46
C7 -3.24 -1.81 -1.63
C8 -3.86 -2.97 -0.87
O5 -5.25 -3.11 -1.21
C9 -5.50 -3.74 -2.36
O6 -4.68 -4.19 -3.12
O7 -6.83 -3.76 -2.54
C10 -7.24 -4.34 -3.78
H17 -3.81 -0.90 -1.48
H18 -2.21 -1.64 -1.30
H19 -3.23 -2.01 -2.71
H20 -3.82 -2.77 0.20
H21 -3.32 -3.90 -1.05
H22 -6.80 -5.33 -3.92
H23 -6.96 -3.68 -4.61
H24 -8.32 -4.44 -3.76
C11 4.10 -5.57 3.09
C12 4.55 -4.61 2.01
O8 3.47 -4.32 1.11
C13 2.58 -3.42 1.54
O9 2.62 -2.83 2.59
O10 1.63 -3.29 0.60
C14 0.57 -2.41 0.97
H25 3.66 -6.46 2.66
H26 4.95 -5.86 3.72
H27 3.34 -5.11 3.73
H28 5.34 -5.07 1.41
H29 4.96 -3.68 2.42
H30 0.95 -1.43 1.29
H31 -0.03 -2.86 1.77
H32 -0.07 -2.26 0.10

Calculated values
HOMO level   -9.89 eV
Total charge   0
HOMO-LUMO gap   9.62 eV
LUMO level   -0.27 eV

Density functional theory data (ωB97M-V with the def2-TZVPD basis set) for 2 unconnected molecules or ions with the total composition C3H9NO in a non-equilibrium geometry.

CARTESIAN COORDINATES (ANGSTROEM)
C1 -0.99 1.03 1.30
N1 -0.49 -0.07 1.19
C2 0.69 -0.41 0.36
C3 1.90 0.45 0.25
H1 -0.65 1.93 0.81
H2 -2.08 1.16 1.62
H3 0.82 -1.57 0.71
H4 0.37 -0.44 -0.69
H5 2.75 0.09 0.58
H6 2.11 0.56 -0.80
H7 1.70 1.43 0.63
O1 -1.13 -0.97 -2.30
H8 -1.14 -1.13 -1.44
H9 -1.02 -0.21 -2.73

Calculated values
HOMO level   -9.32 eV
Total charge   0
Energy relative to the best compared isomer or geometry (same formula, charge and spin)   80.3 kcal/mol
HOMO-LUMO gap   10.15 eV
SMILES   C=NCC.O
LUMO level   0.83 eV